{
  "formula": "C46H138O46",
  "method": "ωB97M-V/def2-TZVPD",
  "symbols": ["C", "C", "O", "O", "H", "H", "H", "H", "H", "H", "C", "C", "O", "O", "H", "H", "H", "H", "H", "H", "C", "C", "O", "O", "H", "H", "H", "H", "H", "H", "C", "C", "O", "O", "H", "H", "H", "H", "H", "H", "C", "C", "O", "O", "H", "H", "H", "H", "H", "H", "C", "C", "O", "O", "H", "H", "H", "H", "H", "H", "C", "C", "O", "O", "H", "H", "H", "H", "H", "H", "C", "C", "O", "O", "H", "H", "H", "H", "H", "H", "C", "C", "O", "O", "H", "H", "H", "H", "H", "H", "C", "C", "O", "O", "H", "H", "H", "H", "H", "H", "C", "C", "O", "O", "H", "H", "H", "H", "H", "H", "C", "C", "O", "O", "H", "H", "H", "H", "H", "H", "C", "C", "O", "O", "H", "H", "H", "H", "H", "H", "C", "C", "O", "O", "H", "H", "H", "H", "H", "H", "C", "C", "O", "O", "H", "H", "H", "H", "H", "H", "C", "C", "O", "O", "H", "H", "H", "H", "H", "H", "C", "C", "O", "O", "H", "H", "H", "H", "H", "H", "C", "C", "O", "O", "H", "H", "H", "H", "H", "H", "C", "C", "O", "O", "H", "H", "H", "H", "H", "H", "C", "C", "O", "O", "H", "H", "H", "H", "H", "H", "C", "C", "O", "O", "H", "H", "H", "H", "H", "H", "C", "C", "O", "O", "H", "H", "H", "H", "H", "H", "C", "C", "O", "O", "H", "H", "H", "H", "H", "H"],
  "positions_angstrom": [[-3.90, -3.70, 0.00], [-3.32, -4.60, 1.18], [-3.68, -4.07, 2.43], [-3.19, -2.44, -0.06], [-4.94, -3.39, 0.18], [-3.90, -4.19, -0.97], [-2.25, -4.79, 1.09], [-3.77, -5.57, 1.01], [-4.38, -4.65, 2.74], [-3.53, -1.89, 0.64], [5.24, 3.03, -4.17], [6.23, 2.76, -5.22], [6.84, 1.49, -5.05], [6.07, 3.23, -3.03], [4.56, 2.20, -3.99], [4.48, 3.79, -4.38], [6.94, 3.59, -5.22], [5.78, 2.74, -6.21], [7.51, 1.51, -4.36], [5.50, 3.49, -2.30], [1.86, -3.94, -0.94], [0.36, -3.95, -0.40], [0.37, -4.93, 0.74], [2.26, -5.27, -1.27], [2.61, -3.39, -0.38], [1.92, -3.20, -1.73], [-0.31, -4.30, -1.19], [-0.05, -3.05, 0.06], [0.79, -5.70, 0.35], [2.94, -5.28, -1.94], [-1.54, 4.10, -1.45], [-2.27, 4.35, -0.15], [-2.53, 3.15, 0.56], [-0.18, 3.64, -1.35], [-1.63, 5.04, -2.00], [-2.03, 3.32, -2.03], [-3.25, 4.81, -0.27], [-1.73, 5.07, 0.45], [-1.75, 2.60, 0.49], [0.26, 4.09, -0.62], [0.10, 6.29, 2.54], [0.95, 5.03, 2.28], [1.28, 4.99, 0.91], [0.83, 7.51, 2.36], [-0.23, 6.25, 3.58], [-0.78, 6.40, 1.91], [0.37, 4.15, 2.56], [1.91, 4.98, 2.78], [1.94, 5.64, 0.64], [0.37, 8.14, 2.92], [-2.64, -0.40, -3.03], [-1.86, -1.71, -2.98], [-0.92, -1.79, -4.03], [-3.37, -0.28, -4.26], [-1.94, 0.42, -2.86], [-3.46, -0.36, -2.31], [-2.54, -2.56, -2.98], [-1.35, -1.78, -2.02], [-1.45, -1.90, -4.82], [-4.15, -0.82, -4.11], [1.99, -0.11, -5.29], [2.31, -1.63, -5.47], [3.65, -1.91, -5.87], [2.70, 0.52, -4.23], [0.93, -0.05, -5.05], [2.00, 0.41, -6.25], [1.58, -2.14, -6.10], [2.13, -2.07, -4.49], [4.18, -1.47, -5.20], [2.12, 1.26, -4.06], [0.12, 2.92, -4.52], [0.26, 4.36, -4.93], [-0.34, 5.29, -4.14], [1.11, 2.55, -3.59], [0.31, 2.22, -5.34], [-0.86, 2.55, -4.21], [-0.08, 4.44, -5.96], [1.27, 4.72, -5.10], [0.34, 5.51, -3.50], [0.89, 2.96, -2.75], [-2.01, 3.28, 5.10], [-1.29, 3.20, 6.45], [-2.10, 2.51, 7.35], [-2.88, 4.37, 5.09], [-2.67, 2.45, 4.82], [-1.31, 3.48, 4.29], [-0.92, 4.17, 6.79], [-0.36, 2.65, 6.32], [-1.54, 2.08, 8.01], [-2.93, 4.65, 4.17], [-0.40, -5.03, 3.94], [-0.39, -5.01, 5.49], [0.94, -4.89, 6.00], [0.37, -6.04, 3.30], [0.11, -4.16, 3.53], [-1.36, -4.92, 3.44], [-0.82, -5.95, 5.85], [-0.98, -4.15, 5.80], [0.81, -4.86, 6.96], [0.38, -5.89, 2.35], [-2.49, -0.95, 3.33], [-3.51, -0.29, 2.39], [-4.53, -1.19, 1.85], [-1.78, -2.05, 2.84], [-3.14, -1.21, 4.16], [-1.82, -0.20, 3.76], [-2.96, 0.21, 1.60], [-4.01, 0.51, 2.95], [-5.15, -1.43, 2.53], [-2.44, -2.74, 2.75], [-2.36, -0.31, -7.68], [-1.21, 0.31, -6.83], [-0.19, 0.93, -7.58], [-2.72, 0.60, -8.71], [-3.16, -0.53, -6.97], [-2.03, -1.26, -8.11], [-0.62, -0.49, -6.38], [-1.56, 1.03, -6.09], [-0.65, 1.75, -7.78], [-3.25, 0.08, -9.32], [-5.03, 5.22, 2.89], [-5.34, 3.72, 2.94], [-5.02, 3.13, 1.68], [-3.70, 5.44, 2.55], [-5.39, 5.60, 3.85], [-5.71, 5.81, 2.27], [-6.42, 3.70, 2.79], [-4.97, 3.23, 3.85], [-4.07, 3.04, 1.52], [-3.52, 6.36, 2.35], [3.81, 2.79, -0.49], [4.68, 1.61, 0.15], [5.18, 1.89, 1.38], [4.60, 3.92, -0.82], [3.02, 3.16, 0.17], [3.31, 2.34, -1.35], [5.45, 1.27, -0.54], [3.93, 0.82, 0.20], [5.09, 1.06, 1.86], [4.49, 4.53, -0.09], [-0.37, -0.97, 6.80], [0.25, -0.46, 8.12], [-0.50, 0.49, 8.81], [-1.41, -1.85, 7.10], [0.39, -1.54, 6.25], [-0.55, -0.13, 6.13], [1.24, -0.06, 7.91], [0.42, -1.14, 8.96], [-1.09, -0.05, 9.34], [-2.05, -1.28, 7.54], [3.02, -2.53, 3.91], [2.54, -1.61, 2.81], [1.28, -1.01, 3.18], [3.70, -1.82, 4.97], [3.60, -3.30, 3.39], [2.20, -3.09, 4.36], [2.26, -2.24, 1.97], [3.22, -0.84, 2.44], [0.53, -1.56, 2.94], [4.00, -2.48, 5.59], [-5.72, 0.70, -0.70], [-6.98, 1.14, 0.03], [-6.88, 1.10, 1.48], [-5.61, -0.63, -0.57], [-4.89, 1.15, -0.17], [-5.79, 0.93, -1.76], [-7.74, 0.47, -0.36], [-7.21, 2.17, -0.24], [-6.19, 1.74, 1.68], [-5.26, -0.84, 0.31], [2.37, 2.06, 5.51], [3.82, 1.45, 5.24], [4.03, 0.39, 6.26], [2.45, 3.01, 6.55], [1.60, 1.35, 5.83], [2.07, 2.50, 4.56], [4.62, 2.18, 5.38], [3.90, 1.16, 4.19], [3.95, -0.47, 5.83], [3.15, 3.62, 6.30], [-0.71, 0.27, -0.03], [0.51, 0.21, -1.02], [1.55, -0.41, -0.30], [-0.48, 1.04, 1.10], [-0.90, -0.77, 0.23], [-1.62, 0.67, -0.49], [0.88, 1.20, -1.31], [0.24, -0.42, -1.86], [2.21, -0.63, -0.97], [0.22, 0.66, 1.63], [4.82, -1.64, -2.27], [5.93, -0.97, -2.97], [5.79, -0.98, -4.32], [3.72, -0.83, -2.05], [5.09, -1.87, -1.24], [4.48, -2.58, -2.70], [6.88, -1.45, -2.73], [6.11, -0.02, -2.46], [6.13, -0.16, -4.69], [3.65, -0.28, -2.83], [6.96, -0.24, 2.71], [7.50, -1.55, 2.06], [7.36, -2.63, 3.03], [5.51, -0.35, 2.72], [7.41, 0.56, 2.11], [7.30, -0.06, 3.72], [8.56, -1.38, 1.83], [6.99, -1.78, 1.13], [8.13, -3.18, 2.87], [5.27, -1.00, 3.38], [-5.60, -3.77, -4.65], [-6.06, -3.13, -3.31], [-5.25, -2.04, -2.98], [-4.36, -4.43, -4.41], [-5.59, -2.99, -5.42], [-6.27, -4.57, -4.94], [-6.02, -3.85, -2.49], [-7.08, -2.77, -3.39], [-5.56, -1.71, -2.13], [-4.36, -4.99, -3.63], [-1.10, -5.36, -4.83], [-1.26, -4.71, -6.23], [-2.14, -3.60, -6.21], [-1.93, -6.47, -4.56], [-1.25, -4.65, -4.01], [-0.10, -5.79, -4.75], [-1.48, -5.46, -6.98], [-0.28, -4.39, -6.57], [-2.92, -3.83, -5.69], [-2.77, -6.21, -4.17]],
  "mulliken_charge": [-0.25, -0.52, -0.59, 1.46, 0.22, 0.09, -0.20, 0.77, 0.32, -0.85, 0.90, -0.97, -0.59, -0.61, -0.42, 0.31, 0.41, 0.38, 0.31, 0.31, 0.80, 0.24, -0.40, -0.67, -0.01, -0.53, 0.42, -0.74, 0.28, 0.35, -0.73, -0.02, 0.51, 0.14, 0.49, 0.10, 0.53, -0.32, -0.35, -0.20, -0.50, -0.03, -0.45, -0.59, 0.43, 0.21, -0.16, 0.50, 0.20, 0.34, 1.86, 1.25, 0.80, -0.61, -0.95, -0.92, -0.19, -1.06, -0.33, 0.45, 0.35, -0.41, -0.70, 0.00, -0.51, 0.26, 0.52, -0.19, 0.33, -0.10, 1.02, -1.37, -0.54, 0.44, -0.07, -0.05, 0.43, 0.35, 0.32, -0.29, 1.01, 0.04, -0.63, -0.68, -0.02, -0.35, 0.35, -0.32, 0.40, 0.25, 0.73, -0.40, -0.54, -0.64, -0.32, -0.10, 0.41, 0.18, 0.30, 0.53, -0.67, 0.55, -0.57, 0.16, 0.54, 0.20, -0.82, 0.61, 0.24, -0.48, -0.41, 0.55, -0.56, -0.57, 0.16, 0.36, -0.43, 0.10, 0.39, 0.34, -0.78, -0.46, -0.32, -0.30, 0.33, 0.54, 0.43, 0.28, 0.22, 0.17, 0.60, 1.04, -0.64, -0.65, -0.09, -0.41, -0.08, -0.28, 0.27, 0.37, 1.16, -0.86, -0.54, -0.58, -0.09, -0.44, 0.26, 0.43, 0.33, 0.37, -0.55, 1.31, 0.61, -0.41, 0.39, 0.10, -0.71, -0.45, -0.70, 0.20, 0.51, -1.07, -0.58, -0.61, -0.50, 0.56, 0.44, 0.36, 0.40, 0.30, 0.59, 0.17, -0.68, -0.61, -0.40, -0.15, 0.51, -0.23, 0.55, 0.38, 0.36, 0.67, 1.09, 0.29, -1.12, 0.11, -0.96, 0.19, -0.55, -0.36, -0.68, -0.78, -0.65, 1.23, 0.39, 0.27, 0.46, 0.12, 0.48, -0.75, -0.58, -0.49, -0.51, -0.39, 0.44, 0.36, 0.53, 0.18, 0.28, 0.16, -0.69, -0.48, -0.22, -0.45, 0.30, 0.43, 0.39, 0.36, 0.09, 0.25, 0.03, -0.53, -0.47, -0.61, -0.11, 0.44, 0.34, 0.34, 0.19, 0.31],
  "total_charge": 0,
  "homo_energy_ev": -9.15,
  "fmax_ha_per_bohr": 0.071,
  "energy_ha": -5296.004522
}



{
  "formula": "C6H19BrMnNO4",
  "method": "ωB97M-V/def2-TZVPD",
  "symbols": ["Mn", "Br", "C", "C", "C", "O", "C", "N", "H", "H", "H", "H", "H", "H", "H", "H", "H", "H", "H", "O", "H", "H", "C", "C", "O", "O", "H", "H", "H", "H", "H", "H"],
  "positions_angstrom": [[-0.02, 13.14, -9.79], [1.75, 15.01, -9.56], [6.93, 13.00, -9.57], [5.90, 13.84, -10.35], [6.45, 14.26, -11.77], [5.51, 15.29, -12.13], [5.86, 15.82, -13.46], [4.70, 13.04, -10.32], [7.90, 13.44, -9.34], [7.14, 12.15, -10.21], [6.50, 12.60, -8.65], [5.73, 14.85, -9.98], [6.56, 13.49, -12.53], [7.39, 14.82, -11.71], [5.02, 16.23, -14.02], [6.39, 15.13, -14.12], [6.63, 16.59, -13.31], [4.47, 12.86, -9.36], [3.94, 13.66, -10.57], [4.18, 16.95, -10.44], [3.59, 16.36, -9.96], [4.46, 16.45, -11.20], [-0.33, 19.80, -8.79], [0.70, 18.76, -9.16], [1.39, 18.06, -8.12], [-1.45, 19.27, -8.19], [-0.78, 20.38, -9.60], [0.10, 20.43, -8.02], [1.47, 19.19, -9.79], [0.22, 17.93, -9.69], [1.70, 17.24, -8.51], [-1.18, 18.57, -7.60]],
  "mulliken_spin": [5.00, 0.01, 0.00, 0.00, 0.00, 0.00, 0.00, 0.00, 0.00, 0.00, 0.00, 0.00, 0.00, 0.00, 0.00, 0.00, 0.00, 0.00, 0.00, -0.01, 0.00, 0.00, 0.00, 0.00, 0.00, 0.00, 0.00, 0.00, 0.00, 0.00, 0.00, 0.00],
  "total_charge": 1,
  "multiplicity": 6,
  "s_squared": 8.76,
  "homo_energy_ev": [-12.04, -12.04],
  "fmax_ha_per_bohr": 0.062,
  "energy_ha": -4320.318037
}



Sequential energy relative to the best compared isomer or geometry (same formula, charge and spin) output: 124.8 175.1 kcal/mol